176
Properties=species:S:1:pos:R:3 method="wB97M-V/def2-TZVPD" e_homo_ev=-5.4968 mol_weight_g_mol=1877.88 total_charge=-2 spin_multiplicity=1
S -0.952 -0.896 -6.954
S 5.879 0.698 3.842
S 0.533 6.521 2.760
S -3.154 -4.178 2.087
S -0.208 0.029 6.331
S -4.975 0.116 -4.710
S -1.690 -2.500 1.529
S 7.314 1.223 2.140
S -0.575 0.696 -5.269
S 1.804 6.512 0.922
S 1.787 -1.078 5.766
S -4.621 1.310 -2.691
S 5.421 -1.241 -2.298
S 3.456 -2.416 -1.996
F 7.697 0.704 0.642
F -3.530 -4.927 3.404
F -0.572 -1.171 -8.503
F -5.644 1.783 -1.507
F -1.776 -0.457 6.161
F -0.568 -1.510 2.234
F 6.890 -1.193 -1.608
F -0.182 7.639 3.684
F 2.516 -2.758 -0.731
F 2.462 7.465 -0.205
F 2.573 -2.428 6.225
F 5.381 -0.663 4.510
F 0.344 1.958 -4.944
F -6.065 -0.670 -5.606
O -4.399 -3.607 1.657
O 5.131 0.149 -2.549
O -3.648 0.523 -1.977
O 3.525 -3.683 -2.681
O 1.986 -1.068 4.332
O 2.560 -0.092 6.544
O -4.313 2.638 -3.189
O 2.686 -1.398 -2.712
O 6.895 1.076 4.831
O 5.705 -2.080 -3.472
O -0.174 0.555 7.694
O -0.166 -0.189 -4.210
O -0.909 -3.190 0.511
O -3.870 -0.840 -4.550
O 6.824 2.536 1.753
O 8.611 1.141 2.818
O -3.323 -5.920 -1.542
O -0.045 0.872 5.171
O 4.183 4.750 -2.361
O -2.347 -0.560 -7.188
O 1.425 5.926 3.703
O 6.780 -4.430 1.182
O -5.772 2.312 5.064
O -4.807 1.163 -5.706
O 3.002 5.891 1.384
O -0.568 5.755 2.269
O -0.553 -2.189 -6.401
O 0.905 5.798 0.027
O -2.675 -1.592 1.031
O 2.293 1.735 -1.657
O -1.842 1.350 -5.181
O 4.671 1.496 3.817
O -2.642 -5.277 1.308
N -2.354 -5.198 -2.006
N 4.735 -1.919 -1.156
N 6.368 -0.008 2.400
N 0.056 0.242 -6.742
N -5.715 1.547 4.007
N 5.697 -2.349 1.364
N 1.188 7.680 1.704
N 3.619 5.394 -4.508
N -1.962 -3.237 2.814
N -5.853 0.426 -3.492
N 0.446 -1.525 6.352
N 1.741 1.748 -0.524
C -5.565 3.097 1.973
C -4.873 0.288 3.945
C 3.960 2.446 0.668
C -5.724 -0.153 1.634
C -1.690 -2.992 -2.951
C -2.860 -3.928 -2.778
C -3.306 -4.384 -4.175
C 2.613 1.638 0.745
C -5.464 -0.760 3.030
C 1.816 2.335 1.890
C -6.481 2.120 2.745
C 4.923 6.950 -2.888
C 4.136 5.659 -3.115
C -0.255 0.305 -0.713
C -1.044 -5.875 -2.241
C -3.436 0.753 3.681
C 4.682 -2.964 2.321
C -6.778 0.935 1.689
C -0.247 2.671 -1.688
C -0.386 -3.633 -3.417
C -0.383 2.438 0.728
C 8.224 -2.514 0.982
C -7.829 2.673 3.164
C -1.031 -6.876 -3.338
C 2.737 0.181 1.129
C 0.010 -4.745 -2.420
C -0.600 -6.595 -0.955
C -4.844 -0.355 5.309
C 0.225 1.767 -0.539
C 0.288 2.064 2.022
C 6.903 -3.230 1.138
C 2.537 4.306 -4.563
C -3.996 -3.209 -2.026
H -0.296 -3.979 -4.447
H -0.310 3.524 0.650
H -4.869 -1.672 3.023
H -0.205 2.568 2.853
H -5.840 -0.479 5.735
H -1.446 2.210 0.823
H -3.253 1.698 4.192
H -0.244 -0.229 0.237
H 3.823 3.451 0.267
H 0.923 -5.193 -2.821
H -8.431 2.031 3.806
H -6.407 -1.127 3.441
H -4.989 -3.649 -2.145
H 3.619 -0.001 1.743
H 5.924 6.569 -2.688
H -6.088 3.535 1.124
H 0.120 1.003 2.221
H -6.115 -0.978 1.037
H -0.092 2.168 -2.640
H -8.371 2.912 2.250
H -3.485 -3.482 -4.759
H -1.248 0.297 -1.161
H 0.383 -2.864 -3.326
H -7.740 3.588 3.751
H -0.926 -6.507 -4.359
H 4.439 2.520 1.642
H 2.372 4.127 -5.624
H -1.958 -2.127 -3.560
H 1.646 4.717 -4.091
H -0.080 -7.409 -3.393
H 0.504 -4.317 -1.547
H 8.397 -1.718 0.259
H -1.321 2.741 -1.520
H 4.376 5.444 -5.182
H 1.924 -0.139 1.781
H 2.800 3.376 -4.062
H -4.257 -2.261 -2.499
H 1.933 3.412 1.773
H 2.240 1.990 2.832
H 0.251 3.637 -1.779
H -2.448 -4.901 -4.607
H -1.868 -7.554 -3.168
H 9.059 -3.196 0.826
H 2.808 -0.392 0.204
H 0.391 -7.040 -1.034
H -1.346 -7.384 -0.836
H 3.079 6.229 -4.721
H -4.615 2.694 1.626
H -0.687 -6.020 -0.034
H -4.075 -5.156 -4.125
H 8.408 -2.029 1.944
H 6.036 -1.462 1.747
H -1.465 -2.411 -2.054
H 0.439 -0.268 -1.330
H -7.026 1.290 0.689
H -4.198 0.081 6.073
H 5.314 -2.115 0.442
H 5.284 -3.350 3.142
H 4.962 7.616 -3.750
H 3.929 -2.270 2.692
H -3.359 1.111 2.651
H -2.632 0.022 3.758
H -5.292 3.958 2.586
H -4.349 -1.328 5.308
H -7.719 0.444 1.949
H 4.207 -3.827 1.859
H -4.774 0.138 1.187
H 4.572 7.511 -2.023
H -3.874 -3.054 -0.954
H 4.639 1.937 -0.018

---

115
Properties=species:S:1:pos:R:3 method="wB97M-V/def2-TZVPD" e_homo_ev=-3.9229 mol_weight_g_mol=680.89 total_charge=-1 spin_multiplicity=1
P 2.653 1.646 1.179
F 1.695 3.861 2.659
F 3.033 2.597 3.818
F 3.835 3.982 2.339
O -4.027 5.107 -2.939
O -1.403 0.977 -1.351
O 0.832 5.902 -2.447
O -3.779 -5.620 -0.852
O 5.717 -5.194 6.423
O 2.829 -2.052 3.056
O -4.302 -1.791 -3.086
N 4.456 1.431 1.148
C -5.439 4.910 -2.958
C -3.622 1.706 -1.003
C 6.705 -4.537 7.217
C -6.060 6.225 -2.504
C -5.066 -3.784 -0.110
C -0.183 5.475 -1.564
C -3.738 -4.510 0.054
C -2.670 2.857 -0.689
C 4.448 -2.968 4.507
C 2.887 4.735 -3.097
C 2.355 0.312 -0.147
C -2.732 0.790 -1.835
C -3.730 6.496 -2.782
C 2.309 0.929 -2.656
C -5.549 -1.714 -3.773
C 5.602 -6.559 6.820
C 3.130 0.390 -1.473
C 2.824 3.078 2.546
C -6.006 -4.932 -0.467
C 2.816 -3.460 2.872
C -5.308 -2.292 -5.162
C -5.039 7.239 -3.014
C 7.022 -5.481 8.369
C -3.388 -2.613 -3.820
C -4.219 -3.324 -4.880
C 6.798 -6.845 7.720
C -5.106 -5.800 -1.338
C 3.200 3.307 -2.623
C 3.921 -1.675 3.894
C 1.960 2.421 -2.539
C -1.350 2.122 -0.491
C 4.150 -3.975 3.402
C 2.145 5.550 -2.023
H -4.661 -4.235 -4.467
H 4.054 0.968 -1.382
H 1.401 0.326 -2.743
H 3.824 5.239 -3.342
H 4.847 1.518 2.080
H 2.666 -3.678 1.813
H -6.294 -2.302 -3.223
H -6.210 -2.713 -5.605
H 8.028 -5.341 8.763
H -5.361 -3.238 0.785
H -5.146 -5.480 -2.386
H 4.867 2.156 0.566
H 6.310 -3.575 7.547
H 3.572 -0.957 4.638
H -6.112 6.261 -1.413
H 3.691 3.367 -1.649
H -5.360 -6.861 -1.292
H 3.885 -3.225 5.407
H -3.352 6.663 -1.768
H -5.878 -0.674 -3.794
H -5.188 7.420 -4.080
H 3.436 -0.626 -1.748
H 4.659 -6.692 7.361
H -0.482 2.726 -0.747
H -2.896 -3.299 -3.130
H -2.948 6.772 -3.490
H 4.102 -5.007 3.750
H 2.722 2.720 0.174
H 2.909 0.822 -3.569
H -0.258 6.143 -0.696
H 3.932 2.869 -3.311
H 5.579 -7.186 5.927
H 1.466 2.555 -1.573
H -7.065 6.375 -2.898
H -3.003 -0.258 -1.747
H 4.680 -1.183 3.276
H -5.004 -3.076 -0.938
H -4.522 2.014 -1.536
H -2.878 -3.886 -0.188
H 2.112 4.994 -1.081
H 2.537 -0.659 0.320
H -1.137 5.495 -2.091
H 7.590 -4.354 6.598
H 1.281 0.342 -0.374
H 1.206 1.823 1.318
H -5.748 4.657 -3.979
H -3.925 1.201 -0.081
H 1.268 2.685 -3.345
H 1.976 -3.888 3.436
H -6.910 -4.614 -0.985
H -3.614 -4.892 1.072
H -2.764 1.070 -2.896
H -3.634 -3.597 -5.757
H 2.603 0.649 2.237
H 5.503 -2.912 4.773
H 7.666 -7.122 7.119
H 4.914 -3.912 2.622
H -4.927 -1.518 -5.832
H -0.003 4.459 -1.205
H -2.957 3.441 0.186
H -6.301 -5.475 0.434
H -2.609 3.530 -1.545
H 2.701 6.473 -1.821
H 6.312 -5.333 9.186
H -5.075 8.197 -2.496
H 2.250 4.680 -3.981
H 6.606 -7.646 8.433
H -5.688 4.073 -2.304
H -1.228 1.783 0.542
H -2.626 -1.971 -4.273